No. 1
Computed, not measured: an isolated molecule of C4H4O3, with wB97M-V/def2-TZVPD.

Structure (XYZ):
```
11
C4H4O3 (wB97M-V/def2-TZVPD)
O 2.08247 -1.22379 -1.30434
C 1.21726 -0.70011 -0.77855
C 0.10045 -0.27499 -0.25183
C -1.01536 -1.15976 -0.52117
O -0.85436 -2.34508 -0.80999
C -0.14673 1.05681 0.42891
O 0.93812 1.59691 1.10844
H -2.10478 -0.87120 -0.56462
H -0.40795 1.75221 -0.29465
H -1.06286 1.03677 1.09612
H 1.25373 1.13223 1.89169
```

Output
Energy relative to the best compared isomer or geometry (same formula, charge and spin): 1.937 eV
Total charge: 0
Frontier orbital gap: 9.90 eV
DFT total energy: -10353.275 eV

Want to see where the charge sits? The Löwdin charges in e are:
1 O 0.2693
2 C -0.1070
3 C -0.1624
4 C -0.2305
5 O 0.0165
6 C -0.2383
7 O -0.0391
8 H 0.1456
9 H 0.0987
10 H 0.1438
11 H 0.1034

***

No. 2
Computed, not measured: an isolated molecule of C3H3NO3, with wB97M-V/def2-TZVPD.

Structure (XYZ):
```
10
C3H3NO3 (wB97M-V/def2-TZVPD)
O 1.38332 -1.05151 1.35224
C 1.79935 -0.45872 0.39756
O 1.04140 0.29757 -0.43290
C -0.29348 0.26844 -0.18357
C -1.18536 -0.29170 0.63449
O -2.26610 -0.03381 -0.19079
N -1.22595 0.86897 -1.03819
H 2.83955 -0.42388 0.05610
H -1.24904 -0.57868 1.67229
H -1.03421 0.65775 -2.03812
```

Output
Energy relative to the best compared isomer or geometry (same formula, charge and spin): 4.928 eV
Total charge: 0
Frontier orbital gap: 9.29 eV
DFT total energy: -10787.773 eV

Want to see where the charge sits? The Löwdin charges in e are:
1 O 0.1046
2 C -0.2953
3 O 0.0854
4 C -0.3676
5 C -0.0783
6 O -0.0170
7 N 0.1625
8 H 0.1497
9 H 0.1211
10 H 0.1348

***

No. 3
Computed, not measured: an isolated molecule of C3H5N5O2, with wB97M-V/def2-TZVPD.

Structure (XYZ):
```
15
C3H5N5O2 (wB97M-V/def2-TZVPD)
C 0.61384 -0.43661 -0.42578
C -0.61556 0.35665 -0.72407
C -1.94890 -0.11759 -0.08591
N -2.97495 1.06166 -0.01563
O -2.55478 2.08158 0.44479
O -4.03182 0.84103 -0.47246
N -2.50022 -1.18374 -0.85614
N -2.60251 -2.18029 -0.19351
N -2.20922 -1.90348 1.15247
N -1.84056 -0.75390 1.24099
H 0.82469 -0.63316 0.67923
H 1.37226 0.06105 -0.84730
H 0.42558 -1.21676 -1.08712
H -0.80981 0.42868 -1.73329
H -0.46338 1.23352 -0.13759
```

Output
Energy relative to the best compared isomer or geometry (same formula, charge and spin): 5.688 eV
Total charge: 0
Frontier orbital gap: 9.52 eV
DFT total energy: -14730.888 eV

Want to see where the charge sits? The Löwdin charges in e are:
1 C -0.0714
2 C -0.1507
3 C -0.3940
4 N -0.3484
5 O 0.1135
6 O 0.1371
7 N 0.0816
8 N 0.0501
9 N 0.0410
10 N 0.1072
11 H 0.1251
12 H 0.0366
13 H 0.0610
14 H 0.1048
15 H 0.1065

***

No. 4
Computed, not measured: the ion C22H27 with charge +1, with wB97M-V/def2-TZVPD.

Structure (XYZ):
```
49
C22H27 (wB97M-V/def2-TZVPD)
C 2.86051 -0.98573 -2.83725
C 3.16746 0.52419 -2.85394
C 2.03461 1.38368 -2.33521
C 1.68270 1.22722 -0.80724
C 1.05258 -0.03890 -0.24363
C -0.31414 -0.26204 -0.02406
C 2.00704 -1.11739 0.22866
C 3.47293 -1.20910 -0.35809
C 3.54677 -1.78984 -1.74986
H 1.77751 -1.15484 -2.80556
H 3.20933 -1.37092 -3.80047
H 4.09477 0.74187 -2.30917
H 3.33812 0.80559 -3.90473
H 2.30854 2.44371 -2.52694
H 1.10643 1.20694 -2.90278
H 2.63185 1.46581 -0.26320
H 0.97581 2.05174 -0.59406
H -0.55367 -1.38493 -0.24132
H -0.91130 0.39202 -0.66548
H 2.12984 -0.90299 1.31628
H 1.54408 -2.12557 0.14198
H 3.94909 -0.21391 -0.29208
H 4.04492 -1.85827 0.33735
H 3.09351 -2.78606 -1.75006
H 4.60638 -1.91271 -1.99733
C -1.47327 -0.32566 1.34447
C -1.43270 1.02488 2.04121
C -0.53348 1.20205 3.13785
C -0.08862 2.47247 3.47845
C -0.57685 3.58356 2.78512
C -1.56751 3.43592 1.81202
C -2.03305 2.17308 1.47963
C -2.83928 -0.93502 1.01432
C -3.03930 -2.32408 1.27919
C -3.97169 -3.04337 0.54187
C -4.76365 -2.37794 -0.40307
C -4.69564 -0.98678 -0.53579
C -3.78995 -0.26237 0.22221
H -0.95162 -1.04583 1.99850
H -0.07822 0.31621 3.59434
H 0.69270 2.58174 4.23448
H -0.21345 4.58591 3.02803
H -1.94032 4.29701 1.23960
H -2.71548 2.06660 0.62410
H -2.34854 -2.84913 1.94144
H -4.02765 -4.13180 0.64908
H -5.48046 -2.94063 -1.01727
H -5.29875 -0.45846 -1.28796
H -3.68889 0.81209 0.03637
```

Output
Energy relative to the best compared isomer or geometry (same formula, charge and spin): 1.374 eV
Total charge: +1
Frontier orbital gap: 6.52 eV
DFT total energy: -23243.085 eV

Want to see where the charge sits? The Löwdin charges in e are:
1 C -0.1946
2 C -0.2026
3 C -0.1710
4 C -0.0964
5 C -0.0966
6 C -0.0106
7 C -0.1064
8 C -0.1824
9 C -0.2152
10 H 0.1149
11 H 0.1168
12 H 0.1195
13 H 0.1211
14 H 0.1287
15 H 0.1214
16 H 0.1415
17 H 0.1282
18 H 0.1756
19 H 0.1283
20 H 0.1555
21 H 0.1371
22 H 0.1043
23 H 0.1264
24 H 0.1188
25 H 0.1244
26 C -0.1003
27 C -0.1880
28 C -0.0316
29 C -0.0728
30 C -0.0729
31 C -0.0707
32 C -0.0397
33 C -0.1817
34 C -0.0304
35 C -0.0677
36 C -0.0649
37 C -0.0650
38 C -0.0346
39 H 0.1229
40 H 0.1155
41 H 0.1137
42 H 0.1131
43 H 0.1181
44 H 0.0929
45 H 0.1157
46 H 0.1158
47 H 0.1164
48 H 0.1190
49 H 0.0904

***

No. 5
Computed, not measured: a cluster of 11 separate species, C17H56N8O11 in total, with wB97M-V/def2-TZVPD.

Structure (XYZ):
```
92
C17H56N8O11 (wB97M-V/def2-TZVPD)
N 0.81305 -0.82067 0.42183
C -0.39425 -0.38961 0.23096
N -0.57052 -0.17275 -1.00367
O -1.18663 -0.12721 1.13105
H 1.21994 -0.83262 1.34617
H 1.42614 -0.98730 -0.36332
H 0.09736 -0.54878 -1.66142
H -1.44912 0.22961 -1.29739
N 0.45493 -0.58452 3.67565
C 0.26914 -0.47053 4.95117
N -1.02843 -0.60790 5.21471
O 1.09628 -0.28514 5.77199
H -0.31476 -0.38309 3.05347
H 1.41575 -0.42724 3.40696
H -1.67958 -0.66435 4.44471
H -1.34907 -0.48753 6.16487
N 2.04579 -1.86914 -4.22738
C 2.26120 -2.28302 -3.01863
N 2.28611 -3.60168 -3.02543
O 2.35570 -1.55095 -2.05427
H 1.80359 -0.90230 -4.39069
H 2.04180 -2.53819 -4.98398
H 2.44522 -3.99767 -2.11002
H 2.06643 -4.17209 -3.82946
N 4.70876 1.15435 2.02092
C 3.98734 0.66795 2.94721
N 4.24490 1.18277 4.10735
O 3.22018 -0.22762 2.78738
H 5.34968 1.91716 2.18654
H 4.52776 0.79782 1.09343
H 4.92639 1.92269 4.01688
H 3.77606 0.97455 4.97737
C -2.94950 4.89754 2.09858
C -2.86603 3.76267 3.13778
C -2.10191 2.53413 2.58818
O -2.19861 4.27627 4.25429
H -3.44020 4.51350 1.20425
H -1.96047 5.32477 1.93301
H -3.57334 5.67806 2.53413
H -3.88568 3.51781 3.43522
H -2.73503 1.92096 1.94686
H -1.75869 1.93818 3.43385
H -1.23487 2.82557 1.99540
H -1.26965 4.03672 4.28969
C 2.84951 1.57962 -2.13292
C 4.20981 0.96271 -1.65218
C 5.23402 2.00562 -1.25041
O 3.89321 0.16367 -0.50482
H 2.54800 2.53013 -1.69279
H 2.03377 0.86511 -2.02273
H 2.90286 1.75461 -3.20745
H 4.62956 0.27964 -2.39065
H 6.21947 1.56012 -1.11430
H 4.90501 2.59920 -0.39747
H 5.48372 2.72505 -2.03026
H 3.34129 -0.51777 -0.89550
C -4.40042 -0.33848 -1.21204
C -4.19640 0.95525 -1.94764
C -4.38815 2.18930 -1.05282
O -2.86862 0.97327 -2.41606
H -4.16758 -1.20280 -1.83400
H -5.41699 -0.40389 -0.82422
H -3.77678 -0.32965 -0.31811
H -4.81925 1.01159 -2.84038
H -3.60440 2.33786 -0.31000
H -5.32671 2.04089 -0.51881
H -4.48620 3.11142 -1.62568
H -2.78476 1.76458 -2.95310
C 2.70138 -3.93046 0.48630
O 3.25784 -4.70240 -0.59237
H 2.90547 -4.41809 1.43953
H 3.19705 -2.96021 0.51842
H 1.69905 -3.61525 0.19632
H 4.10990 -5.04374 -0.31116
C -4.01360 -1.88140 2.77683
O -3.00019 -0.97870 3.09885
H -3.58129 -2.78219 2.34118
H -4.66029 -2.00335 3.64574
H -4.64470 -1.44843 2.00072
H -2.62344 -0.58675 2.30763
C -0.86117 0.22101 -5.41604
O -0.89909 -0.29524 -4.05593
H -0.13140 -0.20517 -6.10445
H -1.79709 0.17525 -5.97286
H -0.59120 1.26975 -5.29212
H -1.61539 0.14348 -3.59113
C -1.39615 -3.56758 -2.18858
O -1.96910 -3.20821 -3.45576
H -2.12174 -3.27569 -1.42936
H -1.17065 -4.63315 -2.14590
H -0.49610 -3.00532 -1.93983
H -1.20533 -3.02600 -4.00809
```

Output
Energy relative to the best compared isomer or geometry (same formula, charge and spin): 1.949 eV
Total charge: 0
Frontier orbital gap: 8.40 eV
DFT total energy: -52981.749 eV

Want to see where the charge sits? The Löwdin charges in e are:
1 N 0.2178
2 C -0.7361
3 N 0.2126
4 O 0.0023
5 H 0.0915
6 H 0.0567
7 H 0.0885
8 H 0.0842
9 N 0.1797
10 C -0.8151
11 N 0.1593
12 O 0.0524
13 H 0.0677
14 H 0.0576
15 H 0.0516
16 H 0.1086
17 N 0.1891
18 C -0.7155
19 N 0.1920
20 O 0.0126
21 H 0.1129
22 H 0.1186
23 H 0.0677
24 H 0.1220
25 N 0.1855
26 C -0.8164
27 N 0.1861
28 O 0.0483
29 H 0.1166
30 H 0.0693
31 H 0.1032
32 H 0.1250
33 C -0.0597
34 C -0.4873
35 C -0.0513
36 O -0.0523
37 H 0.0612
38 H 0.0793
39 H 0.0727
40 H 0.1331
41 H 0.0551
42 H 0.0724
43 H 0.0848
44 H 0.0894
45 C -0.0352
46 C -0.4319
47 C -0.0636
48 O -0.0958
49 H 0.0797
50 H 0.0409
51 H 0.0681
52 H 0.1322
53 H 0.0807
54 H 0.0758
55 H 0.0783
56 H 0.0240
57 C -0.0363
58 C -0.4712
59 C -0.0355
60 O -0.0932
61 H 0.0880
62 H 0.0878
63 H 0.0717
64 H 0.1398
65 H 0.0692
66 H 0.0837
67 H 0.0788
68 H 0.1097
69 C -0.1148
70 O -0.1498
71 H 0.0910
72 H 0.0694
73 H 0.0716
74 H 0.0865
75 C -0.1463
76 O -0.1497
77 H 0.0828
78 H 0.0851
79 H 0.0647
80 H 0.0222
81 C -0.1268
82 O -0.1455
83 H 0.0680
84 H 0.0758
85 H 0.0743
86 H 0.0212
87 C -0.1450
88 O -0.1251
89 H 0.0746
90 H 0.0758
91 H 0.0530
92 H 0.0477

***

No. 6
Computed, not measured: a cluster of 2 separate species, C6H14N2O2 in total, with wB97M-V/def2-TZVPD.

Structure (XYZ):
```
24
C6H14N2O2 (wB97M-V/def2-TZVPD)
C 0.07663 -0.43401 2.35318
N 0.08651 0.98067 1.97260
C -0.88483 1.54107 1.19004
C -1.08241 3.05814 1.34173
O -1.36765 0.89671 0.26944
H -0.33664 -0.37358 3.39719
H -0.55752 -1.08065 1.74990
H 1.10942 -0.81643 2.32300
H 0.54691 1.65962 2.55688
H -1.47338 3.34835 0.31242
H -2.06042 3.12567 1.78835
H -0.21441 3.57405 1.73255
C -1.09486 -2.06595 -2.20090
N -0.15333 -1.02293 -1.78755
C 1.16964 -1.33788 -1.97851
C 2.13560 -0.43350 -1.25133
O 1.51390 -2.42395 -2.41581
H -0.59311 -3.01016 -2.31851
H -1.89502 -2.33096 -1.52194
H -1.50895 -1.72770 -3.15664
H -0.60035 -0.35988 -1.17121
H 1.74200 0.51772 -0.90232
H 2.44821 -1.00803 -0.38688
H 2.99405 -0.27641 -1.89568
```

Output
Energy relative to the best compared isomer or geometry (same formula, charge and spin): 1.438 eV
Total charge: 0
Frontier orbital gap: 9.62 eV
DFT total energy: -13524.186 eV

Want to see where the charge sits? The Löwdin charges in e are:
1 C -0.0596
2 N -0.0109
3 C -0.5354
4 C 0.0061
5 O 0.0113
6 H 0.0964
7 H 0.0816
8 H 0.0817
9 H 0.1209
10 H 0.1084
11 H 0.0742
12 H 0.0759
13 C -0.0807
14 N 0.0213
15 C -0.5458
16 C -0.0038
17 O 0.0252
18 H 0.0660
19 H 0.0756
20 H 0.0847
21 H 0.0827
22 H 0.0682
23 H 0.0784
24 H 0.0776

***

Number 1: LUMO level 0.307 eV. Number 2: LUMO level 0.627 eV. Number 3: LUMO level -1.350 eV. Number 4: LUMO level -5.379 eV. Number 5: LUMO level 0.050 eV. Number 6: LUMO level 0.520 eV.